1.
# C47H54N2OPS4SiTi

A structure of composition C47H54N2OPS4SiTi (wB97M-V/def2-TZVPD, the OMol25 dataset).

maximum force: 0.0063 Eh/bohr
total charge: -1
electronic energy: -5081.34413 Ha
spin multiplicity: 1
LUMO: 0.07743 Eh
HOMO-LUMO gap: 4.943 eV

Last column: Mulliken charge in e.
Positions of all 111 atoms, in Å:
Ti1 -0.1999 0.2180 0.1512  -1.662
C1 -3.2182 -1.6703 5.1944  -0.422
C2 -2.7543 -0.5831 5.7863  -0.435
S1 -0.0198 1.0287 4.5647  -0.216
C3 1.1867 0.2235 5.6547  -0.984
C4 1.0833 -1.3025 5.6525  -0.276
S2 1.8494 -2.0547 4.1862  -0.154
C5 0.6285 -3.3466 3.8440  0.216
C6 1.1334 -4.2851 2.7561  -1.178
S3 1.4020 -3.5084 1.1427  0.091
C7 -0.1974 -3.7045 0.3387  0.133
C8 -1.4139 -2.9855 0.9137  -1.077
S4 -1.2480 -1.3066 1.5959  -0.319
H1 -3.9318 -1.6186 4.3800  0.129
H2 -2.8463 -2.6564 5.4472  0.266
H3 -2.0064 -0.6232 6.5661  0.298
H4 -3.0786 0.4128 5.5177  0.221
H5 1.0424 0.5435 6.6935  0.316
H6 2.2119 0.5135 5.3926  0.337
H7 0.0275 -1.5754 5.6300  -0.133
H8 1.5489 -1.7438 6.5408  0.482
H9 -0.3054 -2.8605 3.5582  -0.451
H10 0.4572 -3.9257 4.7565  0.628
H11 0.4560 -5.1342 2.6280  0.387
H12 2.1066 -4.6856 3.0472  0.441
H13 -0.4289 -4.7739 0.2898  0.879
H14 -0.0088 -3.3654 -0.6797  -0.789
H15 -1.8182 -3.5737 1.7415  0.384
H16 -2.1897 -2.9888 0.1414  0.656
C9 3.4388 1.7489 2.5536  -0.722
Si1 2.8730 1.2564 0.8376  0.485
C10 3.9130 2.1320 -0.4874  -1.473
C11 3.2887 -0.5495 0.6885  -0.597
N1 1.1465 1.5751 0.6602  1.591
C12 0.7027 2.7963 1.2030  0.130
C13 1.4746 3.9577 1.2813  -0.713
C14 1.0193 5.0860 1.9479  -1.022
C15 -0.2215 5.0810 2.5647  -0.882
C16 -1.0268 3.9554 2.4686  -0.533
C17 -0.5775 2.8680 1.7507  -0.211
O1 -1.3331 1.7180 1.5694  1.484
C18 -2.7172 1.8283 1.7137  -0.847
C19 -3.3008 1.0350 2.6833  0.545
C20 -4.6818 1.0702 2.8261  -0.629
C21 -5.4502 1.8973 2.0189  -0.865
C22 -4.8358 2.7062 1.0710  -0.999
C23 -3.4584 2.6821 0.9150  -0.036
H17 4.5322 1.7788 2.5946  0.482
H18 3.0912 0.9773 3.2455  -0.206
H19 3.0496 2.7000 2.9111  0.380
H20 4.9259 2.2811 -0.1025  0.481
H21 3.5285 3.1038 -0.8010  0.345
H22 4.0058 1.5018 -1.3769  0.361
H23 4.3798 -0.6439 0.6715  0.446
H24 2.8869 -1.0153 -0.2071  0.130
H25 2.9093 -1.0950 1.5534  -0.387
H26 2.4577 3.9754 0.8319  0.387
H27 1.6514 5.9641 1.9985  0.395
H28 -0.5601 5.9373 3.1327  0.395
H29 -1.9860 3.9097 2.9643  0.491
H30 -2.6591 0.4344 3.3160  -0.195
H31 -5.1528 0.4561 3.5844  0.420
H32 -6.5269 1.9216 2.1340  0.401
H33 -5.4295 3.3574 0.4416  0.407
H34 -2.9670 3.3032 0.1802  0.650
N2 0.5305 -0.8447 -1.1398  1.232
P1 0.8220 -0.9635 -2.6673  1.552
C24 2.4857 -1.5932 -3.0177  0.653
C25 3.2982 -1.0835 -4.0257  -0.624
C26 4.5498 -1.6395 -4.2572  -0.696
C27 4.9897 -2.7049 -3.4864  -0.527
C28 4.1804 -3.2186 -2.4804  -0.773
C29 2.9335 -2.6656 -2.2464  -0.334
C30 0.6990 0.5768 -3.6101  0.306
C31 1.4769 1.6477 -3.1691  -0.248
C32 1.4342 2.8613 -3.8308  -0.658
C33 0.5979 3.0212 -4.9292  -0.611
C34 -0.1951 1.9686 -5.3569  -0.707
C35 -0.1443 0.7445 -4.7016  -0.881
C36 -0.2677 -2.1469 -3.5045  -0.319
C37 -1.4155 -2.5675 -2.8448  0.658
C38 -2.2720 -3.4762 -3.4509  -1.253
C39 -1.9792 -3.9669 -4.7145  -0.667
C40 -0.8292 -3.5530 -5.3763  -0.716
C41 0.0279 -2.6491 -4.7709  -0.654
H35 2.9608 -0.2452 -4.6229  0.429
H36 5.1829 -1.2341 -5.0364  0.422
H37 5.9692 -3.1314 -3.6631  0.393
H38 4.5244 -4.0412 -1.8671  0.458
H39 2.3151 -3.0498 -1.4433  0.255
H40 2.0959 1.5359 -2.2872  -0.265
H41 2.0376 3.6876 -3.4768  0.427
H42 0.5524 3.9749 -5.4402  0.366
H43 -0.8674 2.1004 -6.1949  0.365
H44 -0.7832 -0.0656 -5.0279  0.425
H45 -1.6262 -2.1658 -1.8620  0.063
H46 -3.1664 -3.8004 -2.9342  0.463
H47 -2.6462 -4.6774 -5.1867  0.386
H48 -0.5986 -3.9413 -6.3601  0.419
H49 0.9333 -2.3376 -5.2794  0.443
C42 -3.4326 2.2586 -2.9849  -0.922
C43 -2.2714 2.9129 -2.5946  -0.500
C44 -1.3975 2.3022 -1.7029  -0.565
C45 -1.6435 1.0236 -1.1895  3.616
C46 -2.8239 0.3947 -1.5869  -0.798
C47 -3.7095 0.9985 -2.4727  -0.905
H50 -4.1221 2.7318 -3.6743  0.401
H51 -2.0502 3.9029 -2.9784  0.385
H52 -0.5084 2.8467 -1.3954  -0.117
H53 -3.0811 -0.5765 -1.1747  0.356
H54 -4.6248 0.4891 -2.7532  0.415


2.
# C4H12S2

A cluster of 2 separate species, C4H12S2 in total in a non-equilibrium geometry (wB97M-V/def2-TZVPD, the OMol25 dataset).

structure (SMILES): CSC.CSC
maximum force: 0.1148 Eh/bohr
electronic energy: -955.86569 Ha
spin multiplicity: 1
LUMO: 0.03252 Eh
HOMO-LUMO gap: 9.328 eV

Last column: Mulliken charge in e.
Positions of all 18 atoms, in Å:
C1 -1.0560 -0.3238 -0.4841  -0.613
S1 -1.2953 -1.7494 0.5885  -0.076
C2 -0.1362 -2.8995 -0.3636  -0.795
H1 -0.0218 0.0441 -0.5920  -0.568
H2 -1.6559 0.4548 0.0166  0.314
H3 -1.4743 -0.4978 -1.4898  0.458
H4 -0.3090 -3.9090 0.0459  0.305
H5 0.9294 -2.6454 -0.2353  0.252
H6 -0.3674 -2.9129 -1.4420  0.260
C3 1.4194 1.1149 -0.6503  -0.823
S2 0.5615 2.6466 -0.1080  -0.094
C4 -0.1900 2.1378 1.4945  -0.727
H7 0.6972 0.3389 -0.9551  0.666
H8 1.9675 0.7562 0.2371  0.276
H9 2.1401 1.2667 -1.4714  0.395
H10 0.3681 2.3748 2.4159  0.314
H11 -0.4600 1.0685 1.5119  0.165
H12 -1.1175 2.7346 1.4816  0.291


3.
# C17H16N2O4S

An isolated molecule of C17H16N2O4S in a non-equilibrium geometry (wB97M-V/def2-TZVPD, the OMol25 dataset).

structure (SMILES): COc1ccc(-c2cc(C)no2)cc1S(=O)(=O)Nc1ccccc1
maximum force: 0.0271 Eh/bohr
electronic energy: -1466.01363 Ha
spin multiplicity: 1
LUMO: 0.01052 Eh
HOMO-LUMO gap: 8.731 eV

Last column: Mulliken charge in e.
Positions of all 40 atoms, in Å:
C1 -2.3189 -1.8828 1.3163  -1.013
O1 -1.7756 -0.6133 1.0255  -0.196
C2 -0.4528 -0.4964 0.8138  0.874
C3 0.4660 -1.5475 0.8116  -0.801
C4 1.8008 -1.3064 0.5508  -1.083
C5 2.2649 -0.0188 0.2824  0.472
C6 3.6637 0.2311 0.0013  0.376
C7 4.7690 -0.5851 0.0039  -0.604
C8 5.8353 0.2747 -0.3575  0.498
C9 7.2701 -0.0680 -0.5104  -1.076
N1 5.3852 1.4869 -0.5553  -0.675
O2 4.0526 1.4750 -0.3374  -0.127
C10 1.3468 1.0345 0.2947  -0.570
C11 0.0209 0.7923 0.5581  0.075
S1 -1.1158 2.1858 0.6034  1.301
O3 -0.3672 3.3493 0.2384  -0.743
O4 -1.8427 2.1903 1.8311  -0.650
N2 -2.1547 1.9277 -0.6818  -0.312
C12 -3.2422 1.0584 -0.7256  0.683
C13 -4.1134 0.9685 0.3565  -0.190
C14 -5.2015 0.1188 0.2923  -0.703
C15 -5.4451 -0.6360 -0.8447  -0.476
C16 -4.5865 -0.5364 -1.9256  -0.639
C17 -3.4879 0.3019 -1.8686  -0.545
H1 -3.3864 -1.7134 1.4434  0.227
H2 -2.1596 -2.5822 0.4900  0.393
H3 -1.8986 -2.2952 2.2377  0.384
H4 0.1436 -2.5563 1.0134  0.447
H5 2.4924 -2.1342 0.5522  0.348
H6 4.8289 -1.6284 0.2298  0.432
H7 7.6663 -0.4478 0.4298  0.276
H8 7.3926 -0.8402 -1.2681  0.280
H9 7.8252 0.8175 -0.8040  0.337
H10 1.6594 2.0491 0.1056  0.738
H11 -1.6633 2.0518 -1.5536  0.284
H12 -3.9104 1.5523 1.2379  0.466
H13 -5.8732 0.0522 1.1359  0.392
H14 -6.3007 -1.2930 -0.8902  0.406
H15 -4.7690 -1.1160 -2.8188  0.383
H16 -2.8179 0.3794 -2.7140  0.330


4.
# C4H9N3

An isolated molecule of C4H9N3 in a non-equilibrium geometry (wB97M-V/def2-TZVPD, the OMol25 dataset).

structure (SMILES): C=C1N(N)N1CC
maximum force: 0.1090 Eh/bohr
electronic energy: -321.80091 Ha
spin multiplicity: 1
LUMO: 0.03720 Eh
HOMO-LUMO gap: 8.173 eV

Last column: Mulliken charge in e.
Positions of all 16 atoms, in Å:
C1 0.4366 -1.6326 1.3857  -0.931
C2 -0.2924 -0.7888 0.6724  0.883
N1 -1.4240 -0.8489 -0.1274  0.131
N2 -2.5997 -0.7571 -0.8563  -0.788
N3 -0.8558 0.3708 0.1724  -0.475
C3 0.7166 0.6151 -0.6382  -0.463
C4 1.4034 1.6815 0.1787  -1.011
H1 1.3514 -1.3082 1.8632  0.260
H2 0.0644 -2.6313 1.5709  0.267
H3 -2.7031 -1.5367 -1.4983  0.240
H4 -2.5512 0.1216 -1.3762  0.265
H5 0.3216 1.0173 -1.5699  0.331
H6 1.3897 -0.1963 -0.9148  0.369
H7 1.8700 1.2661 1.0750  0.262
H8 2.1766 2.1720 -0.4223  0.348
H9 0.6958 2.4556 0.4851  0.313


5.
# C4H10N2O

An isolated molecule of C4H10N2O (wB97M-V/def2-TZVPD, the OMol25 dataset).

structure (SMILES): C[C@@H](N)CC(N)=O
maximum force: 0.0141 Eh/bohr
electronic energy: -343.18464 Ha
spin multiplicity: 1
LUMO: 0.03389 Eh
HOMO-LUMO gap: 10.313 eV

Last column: Mulliken charge in e.
Positions of all 17 atoms, in Å:
C1 -0.4777 -0.5970 -1.4992  -1.277
C2 -0.8325 0.1783 -0.2420  0.309
N1 -2.1980 -0.0847 0.2171  -0.631
C3 0.0924 -0.0778 0.9563  -0.653
C4 1.5655 -0.0667 0.5921  0.410
N2 2.2358 1.0926 0.8614  -0.384
O1 2.1060 -1.0318 0.0988  -0.597
H1 -0.6400 -1.6608 -1.3225  0.268
H2 -1.1187 -0.2493 -2.3054  0.402
H3 0.5422 -0.4176 -1.8478  0.338
H4 -0.8221 1.2570 -0.4243  0.214
H5 -2.8607 0.1796 -0.4988  0.247
H6 -2.3392 -1.0552 0.4692  0.242
H7 -0.0647 -1.1012 1.2949  0.307
H8 -0.1486 0.6014 1.7672  0.377
H9 3.2247 1.1369 0.6914  0.232
H10 1.7354 1.8962 1.1915  0.195


6.
# F2H4N2P

A cluster of 2 separate species, F2H4N2P in total in a non-equilibrium geometry (wB97M-V/def2-TZVPD, the OMol25 dataset).

maximum force: 0.1017 Eh/bohr
total charge: +1
electronic energy: -652.68552 Ha
spin multiplicity: 1
LUMO (alpha / beta): -0.26243 / -0.26242 Eh
HOMO-LUMO gap (alpha / beta): 10.169 / 10.167 eV

Last column: Mulliken charge in e.
Positions of all 9 atoms, in Å:
N1 0.3596 -0.4244 -1.3428  -0.420
N2 0.6923 0.5436 1.3243  -0.459
F1 -1.9211 -1.1525 0.4484  -0.441
F2 -0.8179 1.5440 -0.7077  -0.106
P1 -0.2385 0.2865 -0.0549  1.044
H1 1.2001 -0.9538 -1.5711  0.344
H2 -0.4052 -0.9497 -1.9488  0.346
H3 0.5895 1.3653 1.9479  0.357
H4 0.5412 -0.2589 1.9047  0.337


Copy entry 6 word for word.
# F2H4N2P

A cluster of 2 separate species, F2H4N2P in total in a non-equilibrium geometry (wB97M-V/def2-TZVPD, the OMol25 dataset).

maximum force: 0.1017 Eh/bohr
total charge: +1
electronic energy: -652.68552 Ha
spin multiplicity: 1
LUMO (alpha / beta): -0.26243 / -0.26242 Eh
HOMO-LUMO gap (alpha / beta): 10.169 / 10.167 eV

Last column: Mulliken charge in e.
Positions of all 9 atoms, in Å:
N1 0.3596 -0.4244 -1.3428  -0.420
N2 0.6923 0.5436 1.3243  -0.459
F1 -1.9211 -1.1525 0.4484  -0.441
F2 -0.8179 1.5440 -0.7077  -0.106
P1 -0.2385 0.2865 -0.0549  1.044
H1 1.2001 -0.9538 -1.5711  0.344
H2 -0.4052 -0.9497 -1.9488  0.346
H3 0.5895 1.3653 1.9479  0.357
H4 0.5412 -0.2589 1.9047  0.337